1:
Below is a single C6H8N2S molecule, with properties calculated with the ωB97M-V functional and the def2-TZVPD basis.

The spin multiplicity is 1. The calculation puts the highest occupied orbital energy at -7.9 eV. The calculation puts the frontier orbital gap at 0.319 hartree. The SMILES is CC1=CS[C@@H](C#N)N1C.

Cartesian coordinates (Å):
S -1.912 2.112 -1.509
N -0.035 1.010 0.175
N -3.205 1.339 1.845
C 0.588 -1.104 -0.944
C -1.311 2.096 0.218
C -1.095 0.612 -1.876
C -0.186 0.223 -0.975
C -2.336 1.651 1.143
C 0.029 0.245 1.447
H -0.915 2.953 0.648
H 0.831 -1.317 -2.065
H -0.966 -0.009 1.987
H -1.161 0.107 -2.904
H 0.668 0.971 2.185
H 0.594 -0.603 1.417
H 1.561 -1.083 -0.323
H -0.168 -1.990 -0.657


2:
Below is a single C6H8N2S molecule, with properties calculated with the ωB97M-V functional and the def2-TZVPD basis.

The spin multiplicity is 1. The calculation puts the highest occupied orbital energy (spin up / spin down) at -9.4 / -7.3 eV. The calculation puts the frontier orbital gap (spin up / spin down) at 0.340 / 0.185 hartree.

Cartesian coordinates (Å):
S 3.532 0.239 0.926
N -4.014 -0.206 -0.726
N -1.809 0.972 1.432
C -2.981 0.056 -0.250
C -0.487 -0.622 0.081
C 0.876 -0.231 0.622
C 2.217 -0.169 -1.476
C 2.039 -0.129 -0.034
C -1.738 0.136 0.355
H -0.689 -1.137 -0.868
H 0.906 -0.141 1.665
H 3.138 0.187 -1.950
H 1.993 -1.039 -1.963
H -0.751 -1.493 0.779
H -0.990 1.527 1.692
H 1.435 0.551 -1.845
H -2.678 1.499 1.559


1 (24.0 kcal/mol below the next structure)